[1]
This record from OMol25 describes an isolated ion of composition C3HCl3N and charge +1. The level of theory is ωB97M-V/def2-TZVPD.

Results
Energy relative to the best compared isomer or geometry (same formula, charge and spin), kcal per mole: 0.0
Structure (SMILES): C#[N+]C(Cl)=C(Cl)Cl
Energy, eV: -42174.073
Frontier orbital gap, eV: 7.92

```
! RIJCOSX wB97M-V def2-TZVPD def2/J DEFGRID3
* xyz 1 1
C 2.1626 0.1942 -0.0010
C -0.2984 0.4137 -0.0053
C -1.2701 -0.6201 -0.1061
N 0.9926 0.2355 0.0072
Cl -0.9753 2.0620 -0.1200
Cl -2.9478 -0.2651 0.0194
Cl -0.8156 -2.2725 -0.1065
H 3.1521 0.2524 0.3123
*
```



[2]
This record from OMol25 describes C4H9NO2 as an isolated structure. The level of theory is ωB97M-V/def2-TZVPD.

Results
Energy relative to the best compared isomer or geometry (same formula, charge and spin), kcal per mole: 146.9
Energy, eV: -9873.690
Frontier orbital gap (alpha / beta), eV: 9.44 / 6.59

```
! RIJCOSX wB97M-V def2-TZVPD def2/J DEFGRID3
* xyz 0 1
C -1.7446 0.8738 -0.1729
N -1.1728 -0.4546 -0.0555
C -0.6411 -0.7105 1.2599
C 0.8085 -0.8682 0.8981
O 1.5267 -1.8100 0.7705
O 1.1889 0.4213 0.2634
C 2.0631 0.3807 -0.6665
H -2.6837 0.9328 0.4086
H -1.9911 1.0752 -1.2239
H -1.0970 1.6949 0.1877
H -0.0496 -0.4711 -1.4711
H -0.9881 -1.6636 1.6811
H -0.7876 0.0897 2.0034
H 2.3889 1.3414 -1.0643
H 0.5858 -0.2854 -1.9394
H 2.5938 -0.5464 -0.8792
*
```



[3]
This record from OMol25 describes one molecule with the formula C4H4O. The level of theory is ωB97M-V/def2-TZVPD.

Results
Energy relative to the best compared isomer or geometry (same formula, charge and spin), kcal per mole: 42.8
Structure (SMILES): CC=C=C=O
Energy, eV: -6257.521
Frontier orbital gap, eV: 8.73

```
! RIJCOSX wB97M-V def2-TZVPD def2/J DEFGRID3
* xyz 0 1
C 2.3034 -0.0244 0.0240
C 1.0410 0.0913 0.1799
C -0.0721 -0.0919 -0.4578
C -1.3305 0.0451 0.2838
O 3.4509 -0.1527 0.1207
H -0.2955 -0.3488 -1.4596
H -2.1875 -0.0535 -0.4380
H -1.3306 1.0685 0.5481
H -1.5792 -0.5336 1.1989
*
```



[4]
This record from OMol25 describes a 2-piece molecular cluster, CHBrClF overall. The level of theory is ωB97M-V/def2-TZVPD.

Results
Energy relative to the best compared isomer or geometry (same formula, charge and spin), kcal per mole: 0.0
Energy, eV: -86332.723
Frontier orbital gap (alpha / beta), eV: 7.61 / 7.56

```
! RIJCOSX wB97M-V def2-TZVPD def2/J DEFGRID3
* xyz 0 1
C -0.2851 0.1387 -0.2029
F -1.0639 1.0801 0.2333
Cl 1.1459 -1.0949 1.7543
Br 0.8691 0.7417 -1.3469
H -0.6660 -0.8656 -0.4378
*
```



[5]
This record from OMol25 describes C21H43O3P3W as an isolated structure. The level of theory is ωB97M-V/def2-TZVPD.

Results
Energy, eV: -58260.337
Frontier orbital gap (alpha / beta), eV: 4.88 / 3.88

```
! RIJCOSX wB97M-V def2-TZVPD def2/J DEFGRID3
* xyz 4 3
P -0.7402 -1.9273 -1.6662
C -2.3128 -2.8024 -1.2049
H -2.2594 -3.7475 -1.7654
H -3.1789 -2.2042 -1.5175
H -2.2916 -3.0170 -0.1250
C -0.9829 -1.6939 -3.4342
H 0.0083 -1.5031 -3.8639
H -1.6818 -0.8487 -3.4658
H -1.4106 -2.6385 -3.7855
C 0.3289 -3.4541 -1.6760
H -0.1209 -4.1095 -2.4405
H 0.2779 -3.9346 -0.6812
H 1.3447 -3.1291 -1.9744
P 2.1723 -0.5183 1.9094
C 1.3857 -1.2170 3.5112
H 2.0911 -1.3133 4.4024
H 0.9425 -2.2296 3.2783
H 0.5391 -0.4958 3.7378
C 3.5155 -1.6833 1.4698
H 4.0868 -1.2557 0.6352
H 3.0291 -2.5987 1.1089
H 4.2313 -1.9456 2.2742
C 2.9361 1.0654 2.4649
H 3.7733 0.9773 3.1899
H 2.1459 1.6939 2.9138
H 3.2998 1.5680 1.5474
P -0.8121 2.4839 -0.4489
C -2.0658 3.1525 0.7611
H -2.3945 4.1010 0.3215
H -1.5955 3.3571 1.7381
H -2.8909 2.4304 0.8231
C 0.3553 3.9166 -0.3291
H -0.2789 4.8050 -0.4265
H 1.0344 3.8478 -1.1887
H 0.8577 3.8924 0.6459
C -1.4905 2.8850 -2.0948
H -1.5730 3.9879 -2.0726
H -2.4349 2.3250 -2.2027
H -0.6480 2.5837 -2.7612
W 0.9058 0.2110 -0.6015
C 0.3965 -1.5792 0.4156
O -0.3247 -2.4207 0.9656
C 0.3920 1.1089 1.2186
O -0.3095 1.5098 2.1268
C 2.5460 1.7623 -1.3489
C 1.6665 1.7318 -2.4262
C 1.4271 0.5569 -3.1198
C 1.9919 -0.6279 -2.6613
C 2.8797 -0.6302 -1.5905
C 3.1038 0.5635 -0.8851
H 2.9110 2.7007 -0.9467
H 1.1382 2.6406 -2.7174
H 0.8157 0.5995 -4.0124
H 1.7593 -1.5680 -3.1639
H 3.4840 -1.5171 -1.4316
H 3.8564 0.5911 -0.0964
C -4.0667 0.5940 2.5811
C -3.4363 -0.5654 1.8576
O -2.8644 -0.1853 0.5897
C -3.7373 0.1655 -0.5292
C -5.1165 -0.5267 -0.5515
H -3.3001 1.3457 2.8377
H -4.5897 0.2643 3.4790
H -4.9167 1.0238 2.0318
H -2.5722 -1.0731 2.3194
H -4.2189 -1.3083 1.6325
H -3.7161 1.2859 -0.5291
H -3.0728 -0.0290 -1.4178
H -5.8128 0.0093 0.1420
H -5.4689 -0.2703 -1.5824
H -4.8864 -1.6105 -0.3096
*
```



[6]
This record from OMol25 describes C12H14KO7S as an isolated structure. The level of theory is ωB97M-V/def2-TZVPD.

Results
Energy relative to the best compared isomer or geometry (same formula, charge and spin), kcal per mole: 64.7
Energy, eV: -54160.102
Frontier orbital gap, eV: 1.68

```
! RIJCOSX wB97M-V def2-TZVPD def2/J DEFGRID3
* xyz -1 1
K 0.2268 1.2900 -1.1203
C -3.6258 -4.4447 0.9773
C -2.5730 -3.6199 0.6511
C -1.5061 -4.0568 -0.3752
O -0.6053 -3.2655 -0.8102
C -1.4816 -5.3399 -0.8403
C -2.4750 -6.2938 -0.5427
C -3.7543 -5.7270 0.3241
O -4.7407 -6.4560 0.4875
O -2.4962 -7.5048 -0.9586
O -2.6188 -2.4616 1.2293
H -4.3838 -4.1643 1.6937
H -0.8102 -5.6008 -1.6451
C 1.6164 3.6774 -6.3315
S 0.0936 2.7386 -6.5246
O -0.6391 2.5559 -5.1769
C -0.7799 4.1658 -7.3563
H 1.6055 4.6586 -5.8570
H 2.1051 3.6938 -7.3057
H 2.2536 3.1596 -5.6145
H -0.3227 4.4761 -8.2958
H -0.6777 4.9159 -6.5721
H -1.8348 3.9402 -7.5125
O 0.9522 2.6055 3.5833
C 1.4419 2.1905 4.6472
O 1.7260 3.0511 5.7073
C 2.6850 2.4816 6.5599
C 2.9032 1.0362 6.0749
C 1.9071 0.7785 4.9553
H 2.3075 2.6384 7.5703
H 3.6326 2.9941 6.3938
H 2.6527 0.3621 6.8940
H 3.9073 0.9499 5.6596
H 1.0431 0.2737 5.3875
H 2.2655 0.3016 4.0431
*
```



[7]
This record from OMol25 describes one molecule with the formula C6H10. The level of theory is ωB97M-V/def2-TZVPD.

Results
Energy relative to the best compared isomer or geometry (same formula, charge and spin), kcal per mole: 95.2
Energy, eV: -6379.730
Frontier orbital gap, eV: 9.36

```
! RIJCOSX wB97M-V def2-TZVPD def2/J DEFGRID3
* xyz 0 1
C -0.9658 -0.7252 1.4495
C -0.5474 0.3865 0.5005
C 0.9571 0.7433 0.3830
C 0.8961 0.5891 -1.1497
C 0.1100 -1.0320 -1.6098
C -0.5887 0.0953 -1.0231
H -0.7364 -0.4635 2.4890
H -2.0431 -0.9165 1.3828
H -0.4448 -1.6617 1.2210
H -1.1254 1.2909 0.7220
H 1.2032 1.7549 0.7177
H 1.6450 0.0441 0.8691
H 1.0452 1.4348 -1.8189
H 0.5663 -1.6314 -0.7969
H 1.5028 -0.2247 -1.6553
H -1.3444 0.5855 -1.6388
*
```